Run A
7
Properties=species:S:1:pos:R:3:lowdin_charge:R:1 method="wB97M-V/def2-TZVPD" e_lumo_ev=0.59
N 0.5456 -0.5808 0.1467 0.176
C 1.7637 -0.6675 0.0051 -0.559
F 2.6991 0.2204 -0.0620 0.190
F 2.3131 -1.8587 0.0049 0.156
H 0.1365 0.4106 -0.0104 0.149
F -1.9757 -0.9217 -0.0593 -0.052
H -1.1779 -1.1394 0.2137 -0.059

=====

Run B
7
Properties=species:S:1:pos:R:3:lowdin_charge:R:1 method="wB97M-V/def2-TZVPD" e_lumo_ev=0.85
F 0.6226 0.9051 -1.1405 -0.012
C 0.6205 0.1343 -0.0016 -0.167
N -0.6070 -0.6845 0.1394 -0.038
F -1.3435 -0.7801 -1.0219 0.008
F -1.4244 0.1090 1.0491 -0.067
H 1.4938 -0.5410 0.0977 0.131
H 0.6380 0.8571 0.8778 0.145

=====

Which of them is the most stable, and which is the least stable? run A and run B, in that order.

=====

Run A
9
Properties=species:S:1:pos:R:3:lowdin_charge:R:1 method="wB97M-V/def2-TZVPD" e_lumo_ev="-0.22 / -0.23"
C -1.4425 0.9710 -0.0473 -0.424
N 1.3022 -0.0287 0.0911 -0.067
N 0.1837 -0.4401 0.0193 -0.282
O -0.3940 -1.5086 -0.1713 -0.127
O 2.2099 -0.9667 -0.0564 -0.004
Cl -2.6447 -0.2074 -0.1873 0.706
H -1.1756 1.2982 0.9079 0.008
H -1.0685 1.5515 -0.9413 0.073
H 3.0294 -0.6692 0.3853 0.118

=====

Run B
9
Properties=species:S:1:pos:R:3:lowdin_charge:R:1 method="wB97M-V/def2-TZVPD" e_lumo_ev=0.65
N -0.7561 0.8983 -0.5219 0.203
C -0.9878 -0.2762 -1.1204 -0.582
O -1.2522 -0.5260 -2.2027 0.088
N -0.8135 -1.5380 -0.0196 -0.447
O 0.5440 -1.4379 0.4337 -0.144
Cl -1.0273 -2.9390 -1.0650 0.637
H -0.3176 0.8568 0.3559 0.088
H -0.5488 1.6612 -1.0504 0.081
H 1.0246 -1.9174 -0.2835 0.075

=====

Which of them is the most stable, and which is the least stable? run B and run A, in that order.

=====

Run A
9
Properties=species:S:1:pos:R:3:lowdin_charge:R:1 method="wB97M-V/def2-TZVPD" e_lumo_ev="-0.26 / -0.63"
C -1.2515 -0.0139 -0.0592 -0.588
N -0.0728 0.7440 0.1472 -0.141
N 2.3630 -0.7803 0.4986 0.158
O 0.9832 0.9203 -0.6589 -0.136
O 2.3729 -0.1899 -0.4851 -0.022
Cl -1.2042 -1.7895 -0.2031 0.524
H -1.9424 0.2590 0.7302 0.090
H -1.5188 0.2331 -1.0175 0.038
H 0.2706 0.6171 1.0478 0.077

=====

Run B
9
Properties=species:S:1:pos:R:3:lowdin_charge:R:1 method="wB97M-V/def2-TZVPD" e_lumo_ev="-1.26 / -0.55"
C 1.9689 0.7974 -0.4661 -0.343
N -1.4938 -0.8409 -0.4967 -0.009
N -0.6628 -0.1481 0.0799 -0.188
O -0.4235 0.2783 1.1912 -0.178
O -2.6926 -1.0645 0.2571 -0.054
Cl 1.4918 1.3712 1.0693 0.755
H 2.7277 0.0845 -0.4134 -0.007
H 2.0164 1.4677 -1.1835 -0.050
H -2.9323 -1.9455 -0.0378 0.075

=====

Which of them is the most stable, and which is the least stable? run A and run B, in that order.

=====

Run A
9
Properties=species:S:1:pos:R:3:lowdin_charge:R:1 method="wB97M-V/def2-TZVPD" e_lumo_ev=0.70
C 0.5758 0.0987 -0.7808 -0.195
O -1.7302 0.9692 0.3167 -0.451
O -0.1576 0.7286 2.9134 -0.140
O 0.3117 0.1980 1.6674 -0.430
S -0.3499 1.2050 0.4521 0.876
H -0.1183 0.2024 -1.6643 0.062
H 0.6126 -0.8285 -0.1600 0.049
H 1.6408 0.3878 -0.9918 0.062
H -1.2186 0.5473 2.9666 0.168

=====

Run B
9
Properties=species:S:1:pos:R:3:lowdin_charge:R:1 method="wB97M-V/def2-TZVPD" e_lumo_ev=0.31
C -1.7772 1.3331 0.4242 -0.436
O -0.6952 1.7489 1.0012 0.077
O -1.8673 0.3977 -0.3150 0.038
O 0.7866 -0.2043 0.6445 -0.639
S 0.9471 -1.4675 -0.0805 0.886
H -2.6096 1.8972 0.7451 0.120
H 0.1092 1.2135 0.8346 0.044
H -0.2006 -2.3070 -0.0704 -0.011
H 0.5894 -1.0851 -1.2444 -0.080

=====

Which of them is the most stable, and which is the least stable? run B and run A, in that order.